Entry from the OMol25 dataset: a molecular structure, Cl5Mg2N2O26 at a distorted geometry (the ωB97M-V functional and the def2-TZVPD basis).

```
35
Properties=species:S:1:pos:R:3:nbo_charge:R:1
Mg 0.150 -3.272 1.488 1.82
Mg -0.712 -4.118 -2.298 1.80
Cl -1.936 -2.215 3.002 2.48
O -2.470 -1.183 3.813 -0.79
O -0.569 -2.618 3.399 -0.94
O -2.740 -3.422 3.010 -0.84
O -1.795 -1.875 1.531 -0.86
Cl -3.354 -0.397 -1.083 2.11
O -4.115 -0.454 -2.212 -0.77
O -3.965 -0.132 0.148 -0.76
O -1.110 -2.445 -3.373 -1.01
O -1.960 -0.257 -1.127 -0.67
Cl -1.516 5.883 1.974 1.83
O -2.058 4.918 0.962 -0.90
O -1.211 7.168 1.535 -0.91
O -0.344 5.434 2.674 -0.91
O 0.464 5.488 -0.232 0.02
Cl 2.063 6.878 -2.872 2.06
O 1.407 7.386 -1.728 -0.70
O 1.926 7.270 -4.180 -0.78
O 2.606 5.648 -2.680 -0.77
O -0.023 -3.584 -0.373 -1.66
Cl 2.233 -4.799 1.924 2.50
O 2.534 -5.794 0.948 -0.81
O 0.865 -4.862 2.698 -0.93
O 3.109 -4.869 2.974 -0.84
O 2.219 -3.620 1.083 -0.87
N 0.571 -6.050 -2.810 0.71
O -0.744 -6.049 -2.747 -0.68
O 1.004 -4.814 -2.786 -0.58
O 1.269 -7.028 -2.846 -0.39
N 2.479 3.532 0.050 0.50
O 1.003 6.376 0.487 0.00
O 1.361 3.625 -0.097 -0.14
O 3.360 4.250 -0.257 -0.33
```

Net charge: -3
Frontier orbital gap, hartree: 0.063
F_max, eV/Å: 10.8